A molecular structure, C40H46HgN6O2Sb, computed with wB97M-V/def2-TZVPD.

Results
Total energy: -65970.96747 eV
LUMO level (alpha / beta): 4.204 / 4.204 eV
Multiplicity: 2
Energy relative to the best compared isomer or geometry (same formula, charge and spin): 2.0 kJ/mol
Total charge: -2
Kohn-Sham gap (alpha / beta): 0.1500 / 0.2137 Ha
Largest force on an atom: 0.5 eV/Å

```
96
C40H46HgN6O2Sb, DFT wB97M-V/def2-TZVPD
Hg -0.238 0.071 1.116
C 4.148 -1.411 3.558
C 4.380 -0.164 4.121
C 3.332 0.729 4.258
C 2.058 0.354 3.815
N 1.846 -0.850 3.297
C 2.851 -1.704 3.163
C 0.880 1.271 3.897
C 0.811 2.165 4.970
C -0.249 3.048 5.085
C -1.241 3.048 4.111
C -1.162 2.168 3.040
C -0.107 1.261 2.907
H 4.942 -2.133 3.420
H 5.377 0.121 4.437
H 3.508 1.719 4.655
H 2.592 -2.662 2.721
H 1.568 2.150 5.748
H -0.304 3.723 5.932
H -2.075 3.738 4.182
H -1.932 2.184 2.276
N -8.850 3.291 -4.448
C -7.917 2.957 -3.856
C -6.755 2.543 -3.120
C -6.455 1.185 -2.963
C -5.348 0.793 -2.245
C -4.464 1.727 -1.654
C -4.789 3.093 -1.837
C -5.903 3.491 -2.540
C -3.308 1.293 -0.887
C -2.052 1.955 -1.164
C -1.824 2.930 -2.167
C -0.492 3.341 -2.045
C 0.041 2.575 -1.012
N -0.872 1.734 -0.494
C -3.563 0.287 0.126
C -4.839 -0.156 0.547
C -4.640 -1.007 1.641
C -3.262 -1.037 1.845
N -2.612 -0.275 0.945
H -7.096 0.442 -3.422
H -5.122 -0.259 -2.140
H -4.149 3.836 -1.383
H -6.138 4.545 -2.635
H -2.536 3.280 -2.896
H 0.030 4.075 -2.643
H 1.049 2.586 -0.625
H -5.791 0.141 0.136
H -5.393 -1.516 2.225
H -2.718 -1.542 2.632
C -2.236 -4.180 1.794
C -1.099 -3.280 1.411
N -0.283 -2.730 2.218
O -0.581 -2.919 3.577
C -0.858 -2.981 -0.015
C -1.403 -3.842 -1.112
N -0.157 -1.929 -0.294
O 0.187 -1.734 -1.536
H -2.356 -4.228 2.873
H -2.061 -5.189 1.412
H -3.158 -3.804 1.347
H 0.022 -2.265 3.958
H -1.732 -4.816 -0.752
H -0.645 -3.974 -1.885
H -2.252 -3.343 -1.589
C 0.866 0.365 -3.651
C 2.148 -0.354 -3.239
C 3.338 0.169 -4.034
Sb 2.343 -0.347 -1.075
C 4.216 0.838 -0.966
C 4.884 0.628 0.391
C 3.885 2.319 -1.136
C 3.454 -2.222 -0.841
C 4.468 -2.475 -1.951
C 2.563 -3.442 -0.641
H 0.694 0.247 -4.730
H 0.916 1.436 -3.440
H 0.001 -0.020 -3.117
H 2.021 -1.422 -3.443
H 3.490 1.238 -3.868
H 3.159 0.038 -5.110
H 4.274 -0.336 -3.793
H 4.906 0.531 -1.757
H 4.187 0.840 1.210
H 5.746 1.296 0.524
H 5.243 -0.394 0.531
H 3.282 2.674 -0.296
H 3.315 2.532 -2.043
H 4.794 2.936 -1.159
H 4.002 -2.053 0.091
H 3.974 -2.616 -2.915
H 5.043 -3.390 -1.749
H 5.180 -1.656 -2.060
H 1.909 -3.605 -1.500
H 1.910 -3.333 0.226
H 3.179 -4.342 -0.498
```

Charge distribution, Löwdin scheme, values in e: 1.036, -0.087, -0.094, -0.033, -0.248, 0.092, -0.141, -0.223, -0.080, -0.122, -0.108, -0.132, -0.204, 0.093, 0.097, 0.102, 0.101, 0.092, 0.084, 0.091, 0.083, 0.091, -0.230, -0.274, -0.055, -0.044, -0.178, -0.042, -0.055, -0.059, -0.277, -0.091, -0.150, -0.261, -0.028, -0.280, -0.093, -0.138, -0.238, -0.022, 0.105, 0.113, 0.110, 0.104, 0.079, 0.069, 0.051, 0.079, 0.064, 0.079, -0.035, -0.336, 0.001, -0.085, -0.331, -0.037, -0.188, -0.333, 0.066, 0.071, 0.082, 0.058, 0.057, 0.062, 0.088, -0.162, -0.554, -0.163, 1.537, -0.597, -0.180, -0.184, -0.553, -0.163, -0.162, 0.068, 0.052, 0.053, 0.071, 0.058, 0.067, 0.042, 0.056, 0.057, 0.065, 0.047, 0.059, 0.051, 0.064, 0.050, 0.064, 0.064, 0.049, 0.062, 0.046, 0.066


8 unconnected molecules or ions with the total composition C40H46N8O3 at a distorted geometry, computed with wB97M-V/def2-TZVPD.

Results
Total energy: -60284.58294 eV
LUMO level: 0.395 eV
Energy relative to the best compared isomer or geometry (same formula, charge and spin): 0.0 kJ/mol
Kohn-Sham gap: 0.3548 Ha
Largest force on an atom: 8.7 eV/Å

```
97
C40H46N8O3, DFT wB97M-V/def2-TZVPD
C 2.875 3.547 5.506
O 2.191 3.283 4.232
C 1.633 1.924 4.163
O 0.719 1.702 3.184
C 2.040 0.646 5.106
C 3.381 -0.165 4.624
O 4.658 0.454 5.061
C 3.461 -0.490 3.019
N 2.797 -1.827 2.731
H 3.439 4.590 5.367
H 3.707 2.773 5.795
H 2.120 3.740 6.411
H 2.126 0.918 6.265
H 1.135 -0.129 5.052
H 3.342 -1.223 5.174
H 5.127 0.867 4.278
H 2.972 0.312 2.321
H 4.606 -0.555 2.691
H 3.157 -2.540 3.421
H 3.077 -2.172 1.782
C 0.548 3.411 -0.853
C 0.701 2.327 0.004
C 0.638 1.052 -0.534
N 0.432 0.799 -1.845
C 0.286 1.871 -2.653
C 0.337 3.183 -2.209
H 0.593 4.426 -0.468
H 0.866 2.471 1.066
H 0.755 0.173 0.094
H 0.120 1.641 -3.701
H 0.214 4.007 -2.903
C -3.882 -0.618 -1.255
C -5.087 -0.915 -1.884
C -5.078 -1.125 -3.254
N -3.966 -1.054 -4.017
C -2.811 -0.762 -3.379
C -2.719 -0.540 -2.015
H -3.850 -0.449 -0.183
H -6.011 -0.983 -1.321
H -5.992 -1.362 -3.790
H -1.932 -0.708 -4.015
H -1.765 -0.311 -1.555
C -4.696 3.046 -5.160
C -3.893 2.641 -4.099
C -2.534 2.904 -4.168
N -1.942 3.529 -5.210
C -2.747 3.909 -6.225
C -4.116 3.693 -6.246
H -5.766 2.858 -5.141
H -4.314 2.133 -3.239
H -1.866 2.611 -3.364
H -2.246 4.407 -7.051
H -4.714 4.021 -7.088
C 3.833 0.832 10.206
C 4.045 0.875 8.832
C 3.786 -0.268 8.092
N 3.343 -1.426 8.629
C 3.149 -1.438 9.965
C 3.375 -0.346 10.787
H 4.024 1.709 10.818
H 4.402 1.777 8.348
H 3.933 -0.283 7.016
H 2.795 -2.381 10.373
H 3.200 -0.411 11.855
C 1.158 -5.032 6.843
C 2.153 -4.078 6.661
C 2.994 -4.208 5.567
N 2.906 -5.212 4.667
C 1.931 -6.124 4.871
C 1.041 -6.077 5.932
H 0.479 -4.962 7.688
H 2.271 -3.253 7.354
H 3.785 -3.487 5.380
H 1.883 -6.922 4.135
H 0.275 -6.836 6.045
C 1.998 -0.797 -5.158
C 1.856 -1.341 -3.886
C 2.436 -2.574 -3.632
N 3.130 -3.282 -4.550
C 3.250 -2.728 -5.776
C 2.709 -1.501 -6.125
H 1.559 0.168 -5.394
H 1.308 -0.818 -3.111
H 2.356 -3.039 -2.654
H 3.810 -3.318 -6.497
H 2.838 -1.104 -7.125
C -7.168 0.086 -9.840
C -6.184 -0.220 -8.906
C -5.281 0.771 -8.556
N -5.297 2.019 -9.074
C -6.262 2.286 -9.980
C -7.211 1.363 -10.390
H -7.894 -0.664 -10.138
H -6.122 -1.206 -8.460
H -4.496 0.582 -7.829
H -6.252 3.295 -10.382
H -7.966 1.633 -11.120
```

Charge distribution, Löwdin scheme, values in e: -0.111, -0.110, -0.230, -0.050, -0.041, -0.299, -0.124, -0.208, -0.029, 0.117, 0.087, 0.120, 0.121, 0.156, 0.136, 0.111, 0.120, 0.130, 0.044, 0.079, -0.061, -0.059, -0.134, 0.035, -0.168, -0.077, 0.108, 0.074, 0.106, 0.098, 0.106, -0.078, -0.086, -0.163, 0.056, -0.155, -0.073, 0.106, 0.099, 0.098, 0.102, 0.077, -0.075, -0.071, -0.154, 0.058, -0.150, -0.085, 0.106, 0.097, 0.063, 0.101, 0.089, -0.074, -0.064, -0.142, 0.060, -0.143, -0.074, 0.107, 0.101, 0.062, 0.104, 0.103, -0.077, -0.071, -0.168, 0.054, -0.151, -0.078, 0.104, 0.069, 0.089, 0.101, 0.100, -0.079, -0.075, -0.151, 0.046, -0.161, -0.083, 0.098, 0.060, 0.099, 0.098, 0.098, -0.083, -0.075, -0.145, 0.053, -0.153, -0.082, 0.104, 0.103, 0.104, 0.100, 0.100


Question: What is the largest force on an atom in the second record?
Answer: 8.7 eV/Å


Question: Look up the energy relative to the best compared isomer or geometry (same formula, charge and spin) of the first one.
Answer: 2.0 kJ/mol